# 1
{
  "formula": "C2H2Cl2P",
  "method": "wB97M-V/def2-TZVPD",
  "symbols": ["Cl", "Cl", "P", "C", "C", "H", "H"],
  "xyz": [[1.28311, -2.46162, 0.08687], [2.02133, 1.65545, -0.01115], [0.62977, -1.03051, 1.27387], [-0.71285, -0.34414, 0.30401], [-1.79080, 0.00278, -0.04490], [1.21616, 1.66557, -1.03473], [-2.64671, 0.51248, -0.57397]],
  "nbo_charge": [-0.07, -0.22, 1.21, -0.59, 0.08, 0.29, 0.30],
  "e_above_lowest_kj_mol": 62.71,
  "fmax_ev_per_a": 4.9,
  "lumo_ev": -8.055,
  "energy_ha": -1338.76206,
  "total_charge": 1,
  "homo_energy_ev": -16.0
}

---

# 2
{
  "formula": "C5H10NOS",
  "method": "wB97M-V/def2-TZVPD",
  "symbols": ["S", "O", "N", "C", "C", "C", "C", "C", "H", "H", "H", "H", "H", "H", "H", "H", "H", "H"],
  "xyz": [[0.74649, 0.75607, -2.82476], [1.77322, -0.58069, 1.61428], [-0.40671, -0.01972, 1.60719], [-1.61409, -0.12845, 0.78850], [1.13562, 1.03686, -0.03510], [1.73623, 0.38354, -1.28760], [0.87693, 0.05350, 1.07721], [-1.53319, -1.03775, -0.43290], [-1.94905, 0.86334, 0.49154], [1.78103, 1.79005, 0.42046], [-1.12737, -2.03745, -0.23890], [1.77438, -0.68968, -1.16797], [-0.35125, -0.64024, 2.40765], [-0.86235, -0.59403, -1.17487], [0.22941, 1.59182, -0.27503], [-2.52386, -1.07228, -0.88664], [-2.38312, -0.50559, 1.45585], [2.69769, 0.83071, -1.53891]],
  "nbo_charge": [-0.74, -0.65, -0.64, -0.21, -0.53, -0.52, 0.70, -0.66, 0.19, 0.22, 0.20, 0.19, 0.38, 0.27, 0.22, 0.20, 0.18, 0.20],
  "e_above_lowest_kj_mol": 36.40,
  "fmax_ev_per_a": 1.7,
  "lumo_ev": 3.582,
  "smiles": "CCNC(=O)CC[S-]",
  "energy_ha": -724.73956,
  "total_charge": -1,
  "homo_energy_ev": -2.5
}

---

# 3
{
  "formula": "C37H42AgN11O6S2",
  "method": "wB97M-V/def2-TZVPD",
  "symbols": ["Ag", "S", "S", "O", "O", "O", "O", "O", "O", "N", "N", "N", "N", "N", "N", "N", "N", "N", "N", "N", "C", "C", "C", "C", "C", "C", "C", "C", "C", "C", "C", "C", "C", "C", "C", "C", "C", "C", "C", "C", "C", "C", "C", "C", "C", "C", "C", "C", "C", "C", "C", "C", "C", "C", "C", "C", "C", "H", "H", "H", "H", "H", "H", "H", "H", "H", "H", "H", "H", "H", "H", "H", "H", "H", "H", "H", "H", "H", "H", "H", "H", "H", "H", "H", "H", "H", "H", "H", "H", "H", "H", "H", "H", "H", "H", "H", "H", "H", "H"],
  "xyz": [[-0.28419, -0.41930, -2.22624], [5.45099, 1.93992, -0.19748], [-0.45607, -0.23605, 1.28993], [4.19806, 2.11444, 0.47812], [-0.37501, -1.14508, 0.11207], [1.94546, 0.36201, -2.49537], [6.63417, 2.54500, 0.34266], [0.82869, 2.07103, -3.45179], [-3.47693, 0.46120, 3.02171], [-0.91072, -0.59528, -4.54055], [-3.02498, 1.00151, 5.09423], [-3.37728, -0.31823, 5.06404], [-2.38613, -4.16184, -0.93756], [-3.41549, 2.85897, -1.32487], [-2.33755, 3.38398, -0.71607], [-3.37459, -3.25454, -0.85529], [-0.51003, 0.49671, -5.19277], [5.31462, 2.52568, -1.74183], [-1.67237, 1.45326, -1.45236], [-1.84387, -2.30117, -2.07055], [6.20106, -2.48873, -0.89064], [-0.70289, 0.39141, -6.51712], [1.09872, 0.72436, 1.29398], [1.03881, 1.83281, 2.33613], [-2.79872, 3.04438, 2.02612], [-4.58517, -3.52523, -0.10707], [7.04118, -0.25854, -0.49352], [-0.08826, -1.28383, 2.77902], [-4.39882, -3.34520, 1.38309], [-2.42880, 4.59352, 0.06776], [-1.36815, -1.42482, -5.46691], [-1.30538, 2.53172, -0.80208], [5.73642, 0.20091, -0.39807], [-3.08804, 1.43947, 3.87653], [-4.43791, -4.44077, 2.23375], [-4.28965, -4.27258, 3.60449], [4.29289, 1.94470, -2.63070], [-3.63747, -0.61478, 3.83010], [-2.76593, 2.76997, 3.39185], [-4.06573, -3.01649, 4.13314], [1.79786, 1.57293, -2.82328], [-3.03468, -2.15236, -1.53969], [-2.04960, 5.01696, 3.82255], [4.90101, -2.00020, -0.79876], [-1.48362, -3.54646, -1.67021], [-4.17148, -2.08044, 1.91054], [-2.39092, 3.76296, 4.29487], [-1.26714, -0.84746, -6.74273], [-2.43558, 4.29654, 1.55444], [7.26661, -1.60308, -0.73219], [6.45381, -3.95198, -1.12899], [-3.98300, -1.91491, 3.28152], [2.90681, 2.52236, -2.36215], [4.65814, -0.65878, -0.54753], [-0.43129, -2.73245, 2.47428], [-2.06259, 5.28251, 2.46021], [-2.96662, 1.70559, -1.76896], [0.96556, -1.17321, 3.03460], [3.64623, -0.27697, -0.47888], [-0.07733, 1.23725, -4.62032], [-1.55440, -1.27730, -7.68677], [-4.11682, -1.21505, 1.25906], [-1.76878, 6.26050, 2.09668], [-0.17931, -3.36279, 3.32727], [0.93480, 1.42277, 3.34289], [5.61628, -4.41441, -1.64950], [8.28230, -1.97464, -0.79707], [-1.49127, -2.85605, 2.25603], [-1.59100, 5.24630, -0.17792], [6.24454, 2.57639, -2.14058], [-3.09896, 2.25873, 1.34404], [-0.69102, -0.88635, 3.59834], [-3.66801, -1.28441, -1.63263], [-0.54174, -3.99822, -1.93314], [-4.33945, -5.13235, 4.25928], [7.85892, 0.43936, -0.36597], [4.59705, 2.14626, -3.65724], [-0.43869, 1.18012, -7.20123], [2.78235, 3.50446, -2.81523], [1.95162, 2.42661, 2.29953], [-3.93939, -2.86599, 5.19676], [1.92972, 0.03952, 1.46266], [-1.75753, 5.79328, 4.51713], [4.06369, -2.67420, -0.93364], [-5.35611, -2.84682, -0.47227], [-0.32541, 2.74133, -0.40415], [-1.75885, -2.38965, -5.18601], [0.18863, 2.49549, 2.15761], [4.23990, 0.85989, -2.51303], [2.80065, 2.62191, -1.28272], [6.58452, -4.47055, -0.17663], [-2.36807, 3.53178, 5.35110], [7.35778, -4.10466, -1.71779], [1.19354, 1.10968, 0.27628], [-3.57209, 1.02653, -2.34645], [-4.57207, -5.43392, 1.82274], [-3.35317, 5.08743, -0.22818], [0.12278, -3.07494, 1.60244], [-4.88401, -4.54936, -0.32095]],
  "lowdin_charge": [0.70, 0.64, 0.90, -0.29, -0.59, -0.10, -0.29, -0.08, 0.11, -0.04, 0.12, 0.12, 0.12, 0.12, -0.14, -0.12, -0.01, -0.13, 0.06, 0.03, -0.27, -0.11, -0.39, -0.12, 0.03, -0.08, -0.05, -0.35, -0.20, -0.07, -0.18, -0.14, -0.28, -0.29, -0.02, -0.05, -0.21, -0.30, -0.14, -0.01, -0.67, -0.15, -0.06, -0.02, -0.21, 0.03, -0.01, -0.09, -0.19, -0.03, -0.05, -0.15, -0.10, -0.06, -0.13, -0.03, -0.20, 0.08, 0.10, 0.08, 0.08, 0.13, 0.12, 0.08, 0.08, 0.08, 0.11, 0.05, 0.13, 0.11, 0.12, 0.07, 0.12, 0.11, 0.11, 0.11, 0.13, 0.11, 0.12, 0.08, 0.12, 0.09, 0.11, 0.12, 0.13, 0.14, 0.09, 0.05, 0.09, 0.09, 0.09, 0.12, 0.08, 0.06, 0.10, 0.12, 0.14, 0.07, 0.13],
  "e_above_lowest_kj_mol": 0.00,
  "fmax_ev_per_a": 0.8,
  "lumo_ev": -0.353,
  "energy_ha": -3432.26550,
  "homo_energy_ev": -8.0
}

---

# 4
{
  "formula": "C16H22Cl5CrO3PS3Te",
  "method": "wB97M-V/def2-TZVPD",
  "symbols": ["Te", "Cr", "Cl", "Cl", "Cl", "Cl", "Cl", "S", "S", "S", "P", "O", "O", "O", "C", "C", "C", "C", "C", "C", "C", "C", "C", "C", "C", "C", "C", "C", "C", "C", "H", "H", "H", "H", "H", "H", "H", "H", "H", "H", "H", "H", "H", "H", "H", "H", "H", "H", "H", "H", "H", "H"],
  "xyz": [[-1.37639, 1.79502, 2.63109], [-0.40559, -0.29118, -0.54191], [-3.01709, -2.44118, -0.55011], [-3.95189, -4.00358, -3.13911], [-2.52339, -3.44498, -5.83461], [-0.14749, -1.44108, -5.95181], [0.74951, 0.01142, -3.26641], [1.75611, -0.02458, 1.86269], [-0.89229, -1.97338, 1.81649], [1.32721, -1.92898, -0.73741], [-1.29429, 2.05462, 0.31989], [0.28251, 2.02242, -0.23971], [-1.90499, 1.03372, -0.60181], [-1.80189, 3.46952, -0.24461], [-2.22399, -2.22258, -2.05891], [0.04861, -1.71658, 3.35979], [1.48711, -1.26018, 3.19859], [-3.57589, 4.66252, 0.92069], [-0.11759, -3.47968, 1.14109], [-0.54919, -1.11808, -3.29081], [2.51591, 2.87422, -0.40291], [-2.09799, 4.58772, 0.57139], [1.17541, 2.98622, 0.29609], [-1.15609, -1.33518, -2.05871], [-2.00999, -2.63858, -4.41201], [3.24091, -0.74498, 1.04499], [-0.94579, -1.73768, -4.46341], [1.24491, -3.31288, 0.49059], [2.98401, -1.20858, -0.37951], [-2.65589, -2.88198, -3.20081], [2.14471, -2.10258, 2.99879], [3.60601, -1.55718, 1.67059], [-1.51159, 4.54612, 1.50199], [0.75371, 3.98382, 0.13309], [-0.85069, -3.82238, 0.41269], [2.01711, -3.12968, 1.22919], [2.37321, 2.94182, -1.47971], [4.00541, 0.03332, 1.03639], [3.17291, 3.67512, -0.07441], [1.48871, -4.21558, -0.07141], [1.80891, -0.78618, 4.12479], [-1.78309, 5.46322, -0.00571], [3.00531, -0.36608, -1.07371], [-4.18629, 4.51022, 0.03539], [1.27421, 2.82492, 1.37889], [2.97801, 1.91902, -0.17341], [0.01681, -2.63908, 3.94029], [-0.52979, -0.95128, 3.87639], [-3.80979, 5.63392, 1.34759], [-3.81959, 3.88952, 1.64579], [3.73521, -1.93868, -0.68731], [-0.05379, -4.20368, 1.95499]],
  "lowdin_spin": [0.01, 3.76, 0.01, 0.00, 0.01, 0.00, 0.04, 0.01, 0.03, 0.01, 0.01, 0.02, 0.04, 0.00, 0.01, 0.01, 0.00, 0.00, 0.00, 0.02, 0.00, 0.00, 0.00, -0.02, 0.02, 0.00, 0.00, 0.01, 0.01, 0.00, 0.00, 0.00, 0.00, 0.00, 0.00, 0.00, 0.00, 0.00, 0.00, 0.00, 0.00, 0.00, 0.00, 0.00, 0.00, 0.00, 0.00, 0.00, 0.00, 0.00, 0.00, 0.00],
  "e_above_lowest_kj_mol": 1.01,
  "fmax_ev_per_a": 1.7,
  "lumo_ev": [0.032, 0.022],
  "energy_ha": -5998.06206,
  "spin_multiplicity": 5,
  "homo_energy_ev": [-7.7, -7.7]
}

---

# 5
{
  "formula": "C20H24IrN6O6P2",
  "method": "wB97M-V/def2-TZVPD",
  "symbols": ["Ir", "P", "P", "O", "O", "O", "O", "O", "O", "N", "N", "N", "N", "N", "N", "C", "C", "C", "C", "C", "C", "C", "C", "C", "C", "C", "C", "C", "C", "C", "C", "C", "C", "C", "C", "H", "H", "H", "H", "H", "H", "H", "H", "H", "H", "H", "H", "H", "H", "H", "H", "H", "H", "H", "H", "H", "H", "H", "H"],
  "xyz": [[-0.25716, -0.33185, -0.79855], [0.81886, 2.53857, 0.94502], [0.27808, -3.17612, -2.43688], [-4.31131, -3.38796, 0.49075], [0.40063, -2.31520, -1.15833], [-0.48721, -0.87334, 1.49419], [-1.74181, -1.58415, 4.09954], [-2.14647, -1.61369, -0.56389], [-4.08687, -3.31141, 3.45961], [0.40391, 1.58835, -1.68443], [-1.74898, 2.34562, 2.08234], [1.18232, 3.62752, -1.62989], [2.75261, 0.75963, 1.98190], [1.64038, -0.07284, 0.29880], [-1.55953, 1.20548, 0.22072], [-1.53235, -1.53185, 1.69798], [-2.98446, 1.82728, 1.80132], [-0.90318, 1.94657, 1.11118], [0.97687, -4.78307, -2.12437], [-1.42019, 3.16292, 3.25426], [3.26687, -0.48560, 1.73380], [-2.37144, -1.95467, 0.62264], [2.56414, -1.00157, 0.68645], [1.18600, -2.41920, -3.78227], [-3.49259, -2.80657, 1.14049], [1.70615, 4.90643, -1.13780], [-3.36141, -2.78410, 2.68050], [-2.85923, 1.12098, 0.64144], [1.00417, 3.30392, -2.94762], [1.75672, 0.98018, 1.10098], [0.81214, 2.57007, -0.88169], [-2.12159, -1.92728, 3.01797], [-1.41531, -3.39038, -2.95843], [0.51847, 2.03245, -2.97599], [3.19718, 1.66055, 3.04944], [2.24196, -2.36870, -3.51458], [0.96727, 5.40340, -0.51475], [0.89766, -5.39609, -3.02355], [2.61895, 4.74708, -0.57002], [-1.97750, -3.88355, -2.16608], [0.23995, 1.43579, -3.82753], [1.92895, 5.53698, -1.99218], [-1.87273, -2.42077, -3.15561], [0.43283, -5.26417, -1.31146], [-1.16347, 4.17588, 2.95344], [4.08264, -0.89581, 2.30415], [-2.28685, 3.19373, 3.90665], [0.80942, -1.40671, -3.94161], [2.36681, 1.90243, 3.70793], [1.07461, -2.98818, -4.70552], [-3.61436, 0.59670, 0.08094], [2.02608, -4.68245, -1.84680], [-0.59330, 2.71611, 3.80143], [3.61225, 2.57417, 2.63044], [1.22645, 3.98993, -3.74665], [2.64643, -1.96158, 0.20928], [-1.45133, -3.99700, -3.86466], [-3.84155, 2.01104, 2.42755], [3.96440, 1.15609, 3.62800]],
  "lowdin_spin": [2.94, 0.00, 0.02, 0.10, 0.12, 0.38, 0.09, 0.36, 0.03, 0.13, 0.01, 0.01, 0.01, 0.14, 0.10, 0.15, 0.01, 0.02, 0.01, 0.00, 0.01, 0.17, 0.01, 0.00, 0.03, 0.00, 0.01, 0.01, 0.00, 0.02, 0.01, 0.03, 0.00, 0.02, 0.00, 0.00, 0.00, 0.00, 0.00, 0.00, 0.00, 0.00, 0.00, 0.00, 0.00, 0.00, 0.00, 0.00, 0.00, 0.00, 0.00, 0.00, 0.00, 0.00, 0.00, 0.00, 0.00, 0.00, 0.00],
  "fmax_ev_per_a": 0.4,
  "lumo_ev": [-5.489, -8.397],
  "energy_ha": -2342.94711,
  "total_charge": 2,
  "spin_multiplicity": 6,
  "homo_energy_ev": [-14.0, -14.1]
}

---

Please write out number 4 again, unchanged.
{
  "formula": "C16H22Cl5CrO3PS3Te",
  "method": "wB97M-V/def2-TZVPD",
  "symbols": ["Te", "Cr", "Cl", "Cl", "Cl", "Cl", "Cl", "S", "S", "S", "P", "O", "O", "O", "C", "C", "C", "C", "C", "C", "C", "C", "C", "C", "C", "C", "C", "C", "C", "C", "H", "H", "H", "H", "H", "H", "H", "H", "H", "H", "H", "H", "H", "H", "H", "H", "H", "H", "H", "H", "H", "H"],
  "xyz": [[-1.37639, 1.79502, 2.63109], [-0.40559, -0.29118, -0.54191], [-3.01709, -2.44118, -0.55011], [-3.95189, -4.00358, -3.13911], [-2.52339, -3.44498, -5.83461], [-0.14749, -1.44108, -5.95181], [0.74951, 0.01142, -3.26641], [1.75611, -0.02458, 1.86269], [-0.89229, -1.97338, 1.81649], [1.32721, -1.92898, -0.73741], [-1.29429, 2.05462, 0.31989], [0.28251, 2.02242, -0.23971], [-1.90499, 1.03372, -0.60181], [-1.80189, 3.46952, -0.24461], [-2.22399, -2.22258, -2.05891], [0.04861, -1.71658, 3.35979], [1.48711, -1.26018, 3.19859], [-3.57589, 4.66252, 0.92069], [-0.11759, -3.47968, 1.14109], [-0.54919, -1.11808, -3.29081], [2.51591, 2.87422, -0.40291], [-2.09799, 4.58772, 0.57139], [1.17541, 2.98622, 0.29609], [-1.15609, -1.33518, -2.05871], [-2.00999, -2.63858, -4.41201], [3.24091, -0.74498, 1.04499], [-0.94579, -1.73768, -4.46341], [1.24491, -3.31288, 0.49059], [2.98401, -1.20858, -0.37951], [-2.65589, -2.88198, -3.20081], [2.14471, -2.10258, 2.99879], [3.60601, -1.55718, 1.67059], [-1.51159, 4.54612, 1.50199], [0.75371, 3.98382, 0.13309], [-0.85069, -3.82238, 0.41269], [2.01711, -3.12968, 1.22919], [2.37321, 2.94182, -1.47971], [4.00541, 0.03332, 1.03639], [3.17291, 3.67512, -0.07441], [1.48871, -4.21558, -0.07141], [1.80891, -0.78618, 4.12479], [-1.78309, 5.46322, -0.00571], [3.00531, -0.36608, -1.07371], [-4.18629, 4.51022, 0.03539], [1.27421, 2.82492, 1.37889], [2.97801, 1.91902, -0.17341], [0.01681, -2.63908, 3.94029], [-0.52979, -0.95128, 3.87639], [-3.80979, 5.63392, 1.34759], [-3.81959, 3.88952, 1.64579], [3.73521, -1.93868, -0.68731], [-0.05379, -4.20368, 1.95499]],
  "lowdin_spin": [0.01, 3.76, 0.01, 0.00, 0.01, 0.00, 0.04, 0.01, 0.03, 0.01, 0.01, 0.02, 0.04, 0.00, 0.01, 0.01, 0.00, 0.00, 0.00, 0.02, 0.00, 0.00, 0.00, -0.02, 0.02, 0.00, 0.00, 0.01, 0.01, 0.00, 0.00, 0.00, 0.00, 0.00, 0.00, 0.00, 0.00, 0.00, 0.00, 0.00, 0.00, 0.00, 0.00, 0.00, 0.00, 0.00, 0.00, 0.00, 0.00, 0.00, 0.00, 0.00],
  "e_above_lowest_kj_mol": 1.01,
  "fmax_ev_per_a": 1.7,
  "lumo_ev": [0.032, 0.022],
  "energy_ha": -5998.06206,
  "spin_multiplicity": 5,
  "homo_energy_ev": [-7.7, -7.7]
}